Model i:
ORCA calculation (ωB97M-V with the def2-TZVPD basis set) on C47H35Cl2F3MnNO4P2SSi as an isolated structure.

Calculated values
HOMO level (spin up / spin down): -10.413 / -10.510 eV
expectation value of S²: 4.0862
Kohn-Sham gap (spin up / spin down): 6.38 / 7.32 eV
total charge: +1
spin multiplicity: 4

Each line ends with the Löwdin charge.
CARTESIAN COORDINATES (ANGSTROEM)
Mn 0.11969 0.37603 0.74748  0.526
C -1.30592 -3.13763 0.42337  -0.155
Si -0.64613 -1.68322 -0.55227  0.706
C -1.97569 -1.14577 -1.77316  -0.284
C -2.49252 -2.04926 -2.70574  -0.075
C -3.51549 -1.67645 -3.55919  -0.053
C -4.06296 -0.40000 -3.47603  -0.047
C -3.57186 0.50321 -2.55180  -0.074
C -2.50702 0.13573 -1.72730  -0.355
P -1.93385 1.19289 -0.37633  1.127
C -3.34338 1.11591 0.76832  -0.318
C -3.68293 -0.14391 1.26527  -0.098
C -4.76894 -0.29580 2.10553  -0.074
C -5.53001 0.81262 2.46041  -0.077
C -5.20414 2.06188 1.96207  -0.063
C -4.11454 2.21805 1.11352  -0.057
C -1.84404 2.90197 -0.94976  -0.340
C -1.61416 3.89824 0.00261  -0.113
C -1.62130 5.23016 -0.37367  -0.049
C -1.87106 5.57891 -1.69548  -0.060
C -2.08313 4.59110 -2.64481  -0.070
C -2.05520 3.25388 -2.27983  -0.091
C 0.84243 -2.18285 -1.57552  -0.304
C 0.93281 -3.47184 -2.10677  -0.078
C 1.94358 -3.79817 -2.99710  -0.052
C 2.88310 -2.84451 -3.36444  -0.047
C 2.81921 -1.56837 -2.83090  -0.055
C 1.79452 -1.23866 -1.94691  -0.371
P 1.72059 0.38719 -1.14437  1.097
C 1.32863 1.59917 -2.43290  -0.351
C 1.56836 2.95338 -2.18419  -0.099
C 1.41850 3.87573 -3.20346  -0.061
C 0.99074 3.46619 -4.46102  -0.068
C 0.69185 2.13286 -4.69370  -0.066
C 0.86675 1.19421 -3.68291  -0.074
C 3.46719 0.67592 -0.74104  -0.343
C 4.27822 1.42432 -1.59419  -0.088
C 5.63370 1.54947 -1.33223  -0.057
C 6.19212 0.92160 -0.22815  -0.058
C 5.39298 0.16161 0.61324  -0.055
C 4.03685 0.03628 0.36033  -0.091
H -1.98531 -3.70421 -0.21989  0.048
H -1.87584 -2.82677 1.30146  0.035
H -0.50534 -3.80029 0.76096  0.042
H -2.09420 -3.05754 -2.77056  0.106
H -3.90322 -2.38432 -4.28035  0.114
H -4.88297 -0.11881 -4.12352  0.115
H -4.02365 1.48259 -2.45851  0.114
H -3.08868 -1.01073 1.00035  0.082
H -5.02050 -1.27562 2.49061  0.113
H -6.37840 0.69673 3.12213  0.112
H -5.79706 2.92646 2.22938  0.112
H -3.88202 3.20069 0.72824  0.101
H -1.42544 3.63311 1.03589  0.110
H -1.44319 5.99633 0.36927  0.116
H -1.89446 6.62187 -1.98436  0.111
H -2.26141 4.85818 -3.67841  0.112
H -2.19786 2.49363 -3.03564  0.094
H 0.21409 -4.23244 -1.81947  0.108
H 2.00723 -4.80057 -3.40073  0.114
H 3.67538 -3.10352 -4.05436  0.115
H 3.57237 -0.83356 -3.08953  0.116
H 1.90998 3.27369 -1.20678  0.102
H 1.63064 4.91971 -3.01390  0.116
H 0.88251 4.19202 -5.25723  0.112
H 0.35179 1.81227 -5.66973  0.110
H 0.66857 0.14908 -3.88390  0.107
H 3.85809 1.92208 -2.45779  0.105
H 6.25313 2.14117 -1.99349  0.113
H 7.24941 1.02603 -0.02279  0.112
H 5.82252 -0.32592 1.47851  0.114
H 3.42125 -0.53552 1.04307  0.080
Cl -2.56827 0.88134 4.65977  0.793
C -1.39739 -0.34594 4.40827  -0.558
C -1.09173 -1.23979 5.44964  -0.094
C -0.15939 -2.22066 5.27714  -0.595
Cl 0.19974 -3.29933 6.57956  0.733
C 0.51975 -2.36332 4.04355  -0.152
C 1.52632 -3.31338 3.77784  0.014
C 2.13076 -3.33451 2.55033  -0.012
C 1.72512 -2.42003 1.56802  -0.127
N 0.78560 -1.52056 1.77926  0.016
C 0.18603 -1.46779 3.00772  -0.144
C -0.77125 -0.43818 3.18771  -0.340
O -1.03645 0.38117 2.17521  -0.247
H -1.60376 -1.13354 6.39555  0.115
H 1.81237 -4.01208 4.55220  0.103
H 2.91097 -4.04513 2.31829  0.118
H 2.17534 -2.43992 0.58217  0.110
F 2.89183 4.45824 2.55471  0.161
C 3.06547 3.19329 2.19726  -0.662
F 3.58099 3.16956 0.96784  0.140
F 3.91325 2.60981 3.03873  0.156
S 1.44371 2.31273 2.24521  0.551
O 1.77045 0.87024 2.15438  -0.345
O 0.83257 2.75001 3.45397  -0.223
O 0.78523 2.65888 0.97625  -0.354

Model ii:
ORCA calculation (ωB97M-V with the def2-TZVPD basis set) on C47H35Cl2F3MnNO4P2SSi as an isolated structure.

Calculated values
HOMO level (spin up / spin down): -10.275 / -10.242 eV
expectation value of S²: 4.1212
Kohn-Sham gap (spin up / spin down): 5.77 / 7.14 eV
total charge: +1
spin multiplicity: 4

Each line ends with the Löwdin charge.
CARTESIAN COORDINATES (ANGSTROEM)
Mn 0.46110 0.19782 -0.16794  0.501
C 0.81846 -1.29618 3.14787  -0.153
Si -0.43842 -0.52648 2.01054  0.695
C -1.80323 -1.77027 1.60077  -0.254
C -2.46974 -2.52062 2.57008  -0.060
C -3.50937 -3.36996 2.22234  -0.042
C -3.91177 -3.49345 0.89555  -0.057
C -3.25681 -2.77844 -0.09039  -0.077
C -2.20226 -1.93802 0.27150  -0.348
P -1.29796 -0.99496 -0.94757  1.096
C 0.52732 -2.98315 -0.58800  -0.218
C -0.76142 -5.06618 -0.10433  -0.031
C 0.00428 -5.67469 0.80356  -0.071
C 1.42213 -5.46488 1.02557  -0.064
C 2.10780 -4.33886 0.77253  -0.053
C 1.59328 -3.11015 0.20304  -0.014
C -2.26578 -0.88805 -2.44172  -0.313
C -1.96143 -1.61437 -3.59386  -0.046
C -2.82590 -1.56349 -4.67563  -0.043
C -3.98637 -0.80453 -4.60652  -0.047
C -4.28986 -0.08895 -3.45611  -0.056
C -3.43075 -0.12473 -2.37125  -0.088
C -1.19709 0.98484 2.83134  -0.268
C -1.64510 0.96891 4.15391  -0.070
C -2.13380 2.11964 4.75286  -0.052
C -2.16957 3.31729 4.04741  -0.050
C -1.72177 3.35928 2.73779  -0.071
C -1.25471 2.19237 2.13810  -0.371
P -0.60846 2.23047 0.45568  1.105
C -1.96218 2.65057 -0.66472  -0.340
C -3.25909 2.82705 -0.18412  -0.081
C -4.27369 3.20632 -1.05445  -0.070
C -3.99552 3.41408 -2.39742  -0.072
C -2.70832 3.21708 -2.88169  -0.058
C -1.69139 2.82832 -2.02515  -0.102
C 0.61197 3.53280 0.33805  -0.255
C 1.73122 3.38540 1.16547  -0.331
C 2.79224 4.27811 1.06978  0.002
C 2.71742 5.32422 0.16956  -0.048
C 1.59126 5.50576 -0.62987  -0.066
C 0.54416 4.60955 -0.54904  -0.059
H 0.32251 -1.60838 4.07284  0.041
H 1.59630 -0.57791 3.41316  0.045
H 1.28177 -2.17940 2.70904  0.024
H -2.18884 -2.43609 3.61401  0.109
H -4.02140 -3.93348 2.99192  0.116
H -4.73238 -4.14880 0.63498  0.117
H -3.55945 -2.86997 -1.12698  0.117
H -1.82176 -5.29304 -0.11033  0.106
H -0.47202 -6.40463 1.44965  0.111
H 1.95596 -6.27011 1.51708  0.110
H 3.15043 -4.30589 1.06756  0.114
H 2.17278 -2.21714 0.38325  0.081
H -1.06143 -2.21370 -3.65397  0.101
H -2.59234 -2.12118 -5.57254  0.117
H -4.65883 -0.77276 -5.45386  0.115
H -5.19315 0.50408 -3.40228  0.114
H -3.67017 0.44251 -1.47887  0.103
H -1.59802 0.05519 4.73690  0.104
H -2.47229 2.09065 5.78055  0.113
H -2.53318 4.21832 4.52351  0.114
H -1.72187 4.29603 2.19143  0.123
H -3.48009 2.68228 0.86503  0.103
H -5.27678 3.35198 -0.67477  0.112
H -4.78402 3.72962 -3.06897  0.113
H -2.49364 3.36377 -3.93254  0.117
H -0.69211 2.65592 -2.40729  0.096
H 2.62139 1.99841 2.16410  0.065
H 3.65922 4.13834 1.70299  0.132
H 3.54582 6.01677 0.09562  0.116
H 1.53866 6.33893 -1.31687  0.110
H -0.32421 4.74187 -1.17991  0.101
Cl 1.86931 1.87086 -4.45556  0.751
C 1.70068 0.20842 -4.03950  -0.585
C 2.15395 -0.77721 -4.88291  -0.120
C 2.00964 -2.10957 -4.53153  -0.574
Cl 2.63339 -3.24433 -5.69793  0.728
C 1.38701 -2.53211 -3.34241  -0.154
C 1.22049 -3.99290 -3.16557  -0.050
C 0.51320 -4.70508 -2.28991  -0.008
C -0.28518 -4.10436 -1.16356  -0.246
N 0.27592 -1.69175 -1.20744  -0.165
C 0.95608 -1.48272 -2.49841  -0.128
C 1.12205 -0.12174 -2.81083  -0.394
O 0.69299 0.81805 -1.99619  -0.224
H 2.62474 -0.51613 -5.81968  0.111
H 1.74269 -4.56483 -3.91648  0.060
H 0.51155 -5.78547 -2.38396  0.125
H -1.18656 -3.67136 -1.61236  0.118
F 5.65277 1.29756 -0.59074  0.139
C 4.37545 0.97290 -0.75390  -0.732
F 4.26007 0.16627 -1.81784  0.118
F 3.66605 2.07404 -0.96975  0.141
S 3.75673 0.03826 0.74597  0.946
O 4.01372 0.97225 1.85789  -0.437
O 1.71190 2.36794 2.05345  0.008
O 2.27661 0.11044 0.34801  -0.588

The winner here is model i, beating the second structure by 65.4 kcal/mol.

Model i:
ORCA calculation (ωB97M-V with the def2-TZVPD basis set) on a 2-piece molecular cluster, C8H17N3 overall.

Calculated values
HOMO level (spin up / spin down): -14.877 / -14.876 eV
Kohn-Sham gap (spin up / spin down): 8.25 / 8.25 eV
total charge: +2

Each line ends with the Löwdin charge.
CARTESIAN COORDINATES (ANGSTROEM)
C -2.50560 -0.92429 -0.06667  -0.052
C -1.71615 -0.23845 0.49250  -0.007
C 1.10251 0.31200 -1.26106  -0.044
C 0.96404 0.27849 1.17036  -0.072
C 2.37141 -0.54364 -1.03413  -0.099
C 1.82068 -0.92758 1.15395  -0.083
C -3.65269 -1.57024 -0.87763  -0.040
C -0.26460 1.86028 -0.09377  -0.169
N 0.61286 0.84395 0.04360  -0.168
N 2.11983 -1.70574 -0.14189  0.095
N -0.65870 2.65002 1.09333  0.200
H 1.38655 1.23815 -1.76473  0.142
H 0.19308 -0.21384 -1.82695  0.194
H -1.86387 0.42176 1.21847  0.007
H 0.52706 0.43951 2.13770  0.139
H 2.77734 -1.02581 -1.97266  0.170
H 3.11266 0.13865 -0.61206  0.151
H 2.75183 -0.56796 1.55888  0.139
H 1.41233 -1.69591 1.79792  0.142
H -3.71606 -2.65748 -0.87035  0.082
H -3.34078 -1.37067 -1.88789  0.065
H -4.62199 -1.08430 -0.71504  0.098
H -0.30345 2.44008 -0.96719  0.125
H 1.35497 -2.36621 -0.39535  0.207
H 2.98320 -2.32287 -0.10301  0.223
H -0.20437 3.56311 1.26938  0.192
H -1.65351 2.95531 0.78287  0.219
H -0.98859 2.07370 1.87143  0.145

Model ii:
ORCA calculation (ωB97M-V with the def2-TZVPD basis set) on an isolated ion of composition C8H17N3 and charge +2.

Calculated values
HOMO level: -17.065 eV
Kohn-Sham gap: 10.17 eV
total charge: +2
SMILES string: Cc1[nH+]cc(C(C)(C)[NH3+])n1C

Each line ends with the Löwdin charge.
CARTESIAN COORDINATES (ANGSTROEM)
C 3.56685 -0.39797 -0.38889  0.043
C 2.12763 0.15710 -0.25553  -0.166
N 1.95992 1.51102 -0.09934  0.164
C 0.66385 1.74145 0.02483  0.041
C -0.01723 0.42140 -0.12479  -0.122
C -1.47983 0.27132 0.07435  -0.439
C -1.84406 -0.85775 -0.78201  -0.039
C -2.28956 1.59894 -0.16735  0.028
N -2.01530 -0.07453 1.55388  0.245
N 0.96234 -0.52434 -0.16312  0.009
C 0.88673 -1.96864 -0.02723  0.036
H 4.11026 -0.23455 0.52925  0.095
H 3.62929 -1.46975 -0.69645  0.099
H 4.09090 0.06076 -1.28297  0.127
H 2.52407 2.25549 0.23791  0.190
H 0.25432 2.78188 -0.16026  0.168
H -1.15938 -1.02527 -1.61198  0.110
H -1.65510 -1.76103 -0.23680  0.068
H -2.95605 -0.83919 -1.17895  0.165
H -2.73643 1.97132 0.77898  0.106
H -1.53647 2.36293 -0.44790  0.072
H -3.04347 1.43389 -0.97004  0.120
H -1.63859 -0.93733 1.92109  0.154
H -3.07398 -0.13830 1.42757  0.205
H -1.81871 0.78780 2.08709  0.169
H 1.87521 -2.38077 0.28486  0.126
H 0.07586 -2.26363 0.63541  0.092
H 0.53690 -2.48224 -0.96162  0.135

The winner here is model ii, beating the second structure by 121.5 kcal/mol.

Model i:
ORCA calculation (ωB97M-V with the def2-TZVPD basis set) on C3H3IO2 as an isolated structure.

Calculated values
HOMO level: -8.829 eV
Kohn-Sham gap: 8.14 eV
total charge: 0

Each line ends with the Löwdin charge.
CARTESIAN COORDINATES (ANGSTROEM)
C -1.63656 1.60617 0.16547  -0.353
C -0.25172 -0.48058 -0.08011  -0.129
C -0.46456 0.85762 0.61665  -0.263
O -1.85033 2.65270 -0.21777  0.187
O -0.67266 -0.36477 1.21824  -0.052
I -3.68188 -0.19837 0.10174  0.281
H -0.96888 -0.92541 -0.69984  0.036
H 0.76194 -0.89330 -0.41013  0.149
H 0.25250 1.59584 0.78430  0.144

Model ii:
ORCA calculation (ωB97M-V with the def2-TZVPD basis set) on C3H3IO2 as an isolated structure.

Calculated values
HOMO level: -8.463 eV
Kohn-Sham gap: 8.75 eV
total charge: 0

Each line ends with the Löwdin charge.
CARTESIAN COORDINATES (ANGSTROEM)
C 1.40435 -0.65601 -0.03127  -0.344
C 2.87731 0.74829 0.07564  -0.864
C 0.02661 -0.05733 0.07538  -0.039
O 1.77409 -1.78211 -0.17578  0.049
O 2.46842 1.81785 0.26153  -0.005
I 4.73352 -0.11260 -0.00744  0.882
H -0.08392 0.18442 1.20633  0.130
H -0.61152 -0.83814 -0.39242  0.093
H 0.04007 0.92435 -0.48993  0.097

Model iii:
ORCA calculation (ωB97M-V with the def2-TZVPD basis set) on one molecule with the formula C3H3IO2.

Calculated values
HOMO level (spin up / spin down): -8.782 / -8.776 eV
Kohn-Sham gap (spin up / spin down): 8.27 / 8.26 eV
total charge: 0

Each line ends with the Löwdin charge.
CARTESIAN COORDINATES (ANGSTROEM)
C -1.06637 -0.38123 0.26914  -0.107
C -2.26282 0.03889 -0.06014  -0.582
C 0.04126 0.70383 -0.01839  -0.192
O -1.64907 2.10947 -0.27886  -0.122
O -0.51786 1.85283 0.39584  -0.183
I -4.30159 -0.11388 -0.01274  0.907
H -0.72659 -1.32988 0.38641  0.076
H 0.87380 0.49382 0.49119  0.093
H 0.06538 0.66433 -1.05829  0.110

The winner here is model ii, beating the second structure by 22.7 kcal/mol.

Model i:
ORCA calculation (ωB97M-V with the def2-TZVPD basis set) on one molecule with the formula C7H15NO3.

Calculated values
HOMO level: -10.383 eV
Kohn-Sham gap: 10.85 eV
total charge: 0
SMILES string: CCCC[C@@H](CC)OON=O

Each line ends with the Löwdin charge.
CARTESIAN COORDINATES (ANGSTROEM)
C 0.34502 -1.60293 3.56798  -0.120
C 0.35897 -1.85978 2.06809  -0.274
C 0.00283 -0.61066 1.26501  -0.226
C 0.07145 -0.80758 -0.24617  -0.151
C -0.22904 0.46034 -1.04489  -0.372
C 0.68193 1.63921 -0.70463  -0.193
C 0.30309 2.87788 -1.49142  -0.096
O -0.14365 0.18623 -2.42349  -0.047
O -1.44272 -0.34576 -2.91634  -0.015
N -1.38930 -0.40267 -4.24442  -0.075
O -2.39173 -0.77683 -4.77301  0.042
H 0.61032 -2.48965 4.14673  0.069
H 1.04938 -0.81620 3.83964  0.070
H -0.64207 -1.27990 3.90272  0.071
H 1.34897 -2.21972 1.75818  0.111
H -0.33220 -2.67036 1.81206  0.110
H -0.99607 -0.26108 1.54712  0.124
H 0.68022 0.19352 1.56610  0.102
H 1.06158 -1.17479 -0.52830  0.126
H -0.61999 -1.59305 -0.56302  0.121
H -1.27915 0.75968 -0.88660  0.157
H 0.64192 1.84805 0.36734  0.109
H 1.72059 1.35714 -0.91315  0.127
H 0.96902 3.72108 -1.28957  0.076
H 0.33466 2.67020 -2.56148  0.075
H -0.71405 3.19760 -1.25448  0.080

Model ii:
ORCA calculation (ωB97M-V with the def2-TZVPD basis set) on a 2-piece molecular cluster, C7H15NO3 overall.

Calculated values
HOMO level: -8.590 eV
Kohn-Sham gap: 9.35 eV
total charge: 0
SMILES string: CC[N+]([O-])(CC)CC.O=C=O

Each line ends with the Löwdin charge.
CARTESIAN COORDINATES (ANGSTROEM)
C 0.04112 2.57720 0.00508  -0.088
C 0.38621 1.17683 0.48535  -0.183
N -0.64298 0.12113 -0.01475  -0.416
O -1.85351 0.64713 -0.01570  -0.209
C -0.51747 -1.19330 0.86714  -0.138
C -1.06947 -0.80719 2.24841  -0.087
C -0.14607 -0.36759 -1.52900  -0.111
C 1.01567 -1.45815 -1.76830  -0.096
H -0.47832 3.07908 0.85579  0.080
H 0.96990 3.16511 -0.25931  0.088
H -0.74129 2.41782 -0.83030  0.098
H 0.47111 1.08292 1.58922  0.117
H 1.23447 0.76887 -0.03166  0.087
H -1.08649 -1.86684 0.20350  0.110
H 0.56929 -1.29231 0.79277  0.103
H -1.68515 -1.67485 2.54973  0.074
H -0.24941 -0.64497 3.04412  0.092
H -1.58972 0.19019 2.16419  0.089
H -1.14464 -0.73152 -1.92167  0.096
H 0.06516 0.59764 -2.10208  0.127
H 2.05664 -0.97489 -1.53174  0.096
H 1.04795 -2.49481 -1.40341  0.061
H 0.85034 -1.59336 -2.87366  0.077
O -3.14156 -1.84361 -1.32614  0.170
C -3.82795 -0.95435 -1.04604  -0.413
O -4.71254 -0.21351 -0.78102  0.177

The winner here is model ii, beating the second structure by 48.0 kcal/mol.